(1)
# C28H69F9N7O4P4S

A 3-piece molecular cluster, C28H69F9N7O4P4S overall (ωB97M-V/def2-TZVPD, the Open Molecules 2025 dataset).

Geometry as XYZ:
```
122
Properties=species:S:1:pos:R:3:mulliken_charge:R:1
C 2.656 1.520 -3.784 -1.3036
C 1.210 2.028 -3.746 -0.3378
P 0.140 0.530 -3.662 -0.2175
C 0.644 -0.539 -5.074 -0.3144
C 1.240 -1.885 -4.585 -1.1165
P -1.903 1.188 -4.103 0.4671
C -2.044 2.981 -3.951 -1.2563
C -1.859 3.458 -2.499 -0.3692
C -1.748 5.011 -2.407 -0.9554
N -2.489 5.769 -3.406 -0.5974
C -3.025 0.407 -2.911 -1.1973
C -4.230 -0.311 -3.552 -0.2720
C -5.550 0.151 -2.889 -0.7575
C -6.618 -0.941 -2.820 -1.4542
C -7.308 -1.275 -4.134 0.8701
F -6.570 -0.944 -5.219 -0.2635
F -7.392 -2.640 -4.190 -0.3586
C -8.793 -0.846 -4.307 0.5010
F -9.480 -1.432 -3.331 -0.2538
F -9.250 -1.349 -5.441 -0.2681
S -9.199 1.009 -4.248 1.3989
F -10.693 0.680 -3.854 -0.3006
F -9.633 1.011 -5.768 -0.2973
F -7.712 1.378 -4.684 -0.3029
F -8.813 1.050 -2.710 -0.3000
F -9.520 2.547 -4.183 -0.2912
O -2.264 0.682 -5.569 0.1116
C -2.770 1.592 -6.567 -0.3970
C -3.247 0.763 -7.804 0.2802
C -2.546 1.217 -9.066 -1.5726
O -3.042 -0.621 -7.576 -0.5651
H 3.306 2.261 -3.331 0.4291
H 2.930 1.351 -4.822 0.3621
H 2.699 0.589 -3.218 0.2992
H 0.953 2.595 -4.640 0.4199
H 1.019 2.593 -2.837 0.3364
H 1.344 -0.012 -5.719 0.5516
H -0.219 -0.755 -5.705 0.2860
H 1.267 -1.914 -3.497 0.2132
H 2.246 -1.992 -4.982 0.3095
H 0.613 -2.707 -4.918 0.3948
H -3.058 3.235 -4.264 0.8011
H -1.338 3.440 -4.643 0.5272
H -0.968 2.994 -2.077 0.2656
H -2.753 3.188 -1.940 0.3054
H -0.703 5.306 -2.458 0.3800
H -2.190 5.280 -1.449 0.4001
H -2.034 5.735 -4.307 0.3004
H -3.454 5.480 -3.480 0.2497
H -3.326 1.198 -2.225 0.3456
H -2.413 -0.271 -2.317 0.6195
H -4.307 -0.029 -4.598 -0.0310
H -4.126 -1.388 -3.459 0.5965
H -5.302 0.385 -1.851 0.5328
H -5.893 1.083 -3.330 0.3670
H -6.114 -1.852 -2.501 0.5506
H -7.334 -0.732 -2.030 0.3988
H -3.638 2.124 -6.181 0.2356
H -1.994 2.283 -6.889 0.4011
H -4.321 0.932 -7.911 0.3768
H -1.509 0.879 -9.040 0.3590
H -2.584 2.303 -9.155 0.4014
H -3.023 0.780 -9.940 0.3925
H -3.889 -1.072 -7.602 0.3183
O 3.325 0.529 -0.007 -0.8588
P 4.351 -0.198 0.843 0.6985
N 3.425 -1.652 1.081 0.1937
C 2.133 -1.583 1.744 -0.6814
C 3.314 -2.401 -0.160 -1.4392
N 4.355 0.812 2.208 0.2827
C 3.929 0.388 3.523 -1.3062
C 4.083 2.224 1.984 -1.0371
N 5.830 -1.017 1.350 0.1150
C 6.997 -0.638 0.535 -1.0153
C 5.902 -2.438 1.678 -0.9056
H 1.688 -2.580 1.760 0.3644
H 1.431 -0.899 1.247 0.2123
H 2.236 -1.287 2.784 0.0573
H 4.291 -2.480 -0.650 0.3709
H 2.623 -1.924 -0.870 0.4402
H 2.971 -3.418 0.042 0.3432
H 2.844 0.473 3.646 0.3567
H 4.403 1.002 4.293 0.6009
H 4.223 -0.640 3.735 0.2885
H 3.007 2.435 1.906 0.2882
H 4.558 2.573 1.070 0.3203
H 4.494 2.808 2.810 0.3407
H 6.969 -1.087 -0.464 0.3319
H 7.921 -0.943 1.024 0.3802
H 7.031 0.449 0.419 0.3114
H 5.784 -3.100 0.814 0.2973
H 5.166 -2.704 2.426 0.2463
H 6.890 -2.620 2.110 0.4026
O 2.952 -1.605 6.229 -0.7916
P 2.972 -1.639 7.727 0.3793
N 1.546 -2.503 8.140 0.1842
C 0.250 -1.921 7.829 -0.8891
C 1.617 -3.880 7.666 -1.1272
N 2.889 0.026 8.089 0.2954
C 1.898 0.624 8.953 -1.0718
C 3.304 0.934 7.032 -0.9987
N 3.810 -1.992 9.219 0.1703
C 5.237 -2.293 9.013 -0.9731
C 3.261 -2.857 10.258 -0.9219
H -0.535 -2.622 8.119 0.3662
H 0.127 -1.690 6.762 0.2351
H 0.074 -1.018 8.407 0.2358
H 2.583 -4.325 7.924 0.3470
H 1.498 -3.950 6.578 0.3039
H 0.845 -4.483 8.149 0.3485
H 0.969 0.849 8.414 0.3730
H 2.277 1.560 9.370 0.3393
H 1.664 -0.021 9.802 0.2689
H 2.503 1.101 6.299 0.2993
H 4.164 0.535 6.504 0.2381
H 3.598 1.897 7.456 0.4431
H 5.394 -3.281 8.567 0.3292
H 5.776 -2.249 9.959 0.3630
H 5.681 -1.546 8.348 0.2894
H 3.214 -3.915 9.978 0.2974
H 2.270 -2.531 10.555 0.2587
H 3.909 -2.768 11.132 0.4038
```

Summary:
HOMO level (eV): -9.52
2S+1: 1
Kohn-Sham gap (eV): 7.243
Total charge: +1
LUMO energy (eV): -2.27


(2)
# C3H5F2N

A 2-piece molecular cluster, C3H5F2N overall (ωB97M-V/def2-TZVPD, the Open Molecules 2025 dataset).

Geometry as XYZ:
```
11
Properties=species:S:1:pos:R:3:mulliken_charge:R:1
C 0.829 -0.694 1.065 -0.5521
C 1.773 -0.519 0.038 0.7941
C -0.425 0.304 -1.042 -0.6390
N 0.542 -0.574 -0.385 -0.0837
F 2.968 -0.934 -0.450 -0.1849
F 2.159 1.710 0.335 -0.6846
H 0.644 -1.722 1.520 0.2280
H 0.815 0.000 1.943 0.2683
H -0.791 1.036 -0.307 0.2993
H 0.114 0.634 -1.950 0.2885
H -1.280 -0.450 -1.432 0.2661
```

Summary:
HOMO level (alpha / beta) (eV): -10.07 / -10.07
2S+1: 1
Kohn-Sham gap (alpha / beta) (eV): 9.590 / 9.589
Total charge: 0
LUMO energy (alpha / beta) (eV): -0.48 / -0.48
Energy above the lowest of the compared OMol25 structures with the same formula, charge and spin (kJ/mol): 408.7


(3)
# HN2O3P

A 2-piece molecular cluster, HN2O3P overall (ωB97M-V/def2-TZVPD, the Open Molecules 2025 dataset).

Geometry as XYZ:
```
7
Properties=species:S:1:pos:R:3:mulliken_charge:R:1
N -1.220 1.738 0.611 0.5860
N 0.690 -0.589 -0.399 0.3753
O -0.968 0.556 0.665 -0.4806
O -0.098 -0.953 -1.167 -0.3364
O 1.538 -1.523 0.130 -0.3856
P -1.234 3.189 0.249 -0.0887
H 1.292 -2.419 -0.090 0.3301
```

Summary:
HOMO level (alpha / beta) (eV): -7.40 / -9.55
2S+1: 3
Kohn-Sham gap (alpha / beta) (eV): 7.272 / 7.552
Total charge: 0
LUMO energy (alpha / beta) (eV): -0.13 / -2.00
Energy above the lowest of the compared OMol25 structures with the same formula, charge and spin (kJ/mol): 154.0


(4)
# CH7BNO

A 2-piece molecular cluster, CH7BNO overall (ωB97M-V/def2-TZVPD, the Open Molecules 2025 dataset).

Geometry as XYZ:
```
11
Properties=species:S:1:pos:R:3:mulliken_charge:R:1
B 2.413 0.163 1.188 0.5206
C -0.667 0.122 -0.471 -0.6697
N -2.109 -0.181 -0.539 -0.5968
O 2.158 -0.673 0.301 -0.2499
H -0.498 0.998 0.197 0.2849
H -0.313 0.442 -1.348 0.4812
H -0.113 -0.904 -0.132 0.0630
H -2.573 -0.285 0.340 0.2323
H -2.652 0.592 -0.955 0.2521
H 2.696 0.605 2.020 0.1720
H 1.657 -0.880 -0.601 0.5102
```

Summary:
HOMO level (eV): -13.01
2S+1: 1
Kohn-Sham gap (eV): 7.182
Total charge: +1
LUMO energy (eV): -5.82
Energy above the lowest of the compared OMol25 structures with the same formula, charge and spin (kJ/mol): 382.7


| no. | E_tot (eV) |
| --- | --- |
| 1 | -121214.91695 |
| 2 | -10112.09699 |
| 3 | -18419.34759 |
| 4 | -5354.59165 |